Entry 1:
Computed, not measured: a structure of composition C16H14N5O6SZn, with ωB97M-V/def2-TZVPD.

Its gap between HOMO and LUMO is 7.17 eV. The relative energy (zero: lowest compared OMol25 entry of this formula, charge and spin) comes out at 153.3 kJ/mol. The net charge is -1. As for the energy: -95808.7369 eV. Its HOMO energy is -4.96 eV.

The geometry in XYZ format:
```
43
Properties=species:S:1:pos:R:3:nbo_charge:R:1
Zn -0.409 -0.206 -0.956 1.662
S 0.590 -1.898 -2.633 -0.409
O 1.967 -3.676 5.494 -0.438
O -1.343 -0.848 1.481 -0.587
O -2.083 -1.084 -0.698 -0.962
O -0.182 -3.713 5.387 -0.429
O -2.488 -3.980 0.309 -0.549
O 1.111 -0.375 0.303 -0.847
N -0.134 0.953 -2.668 -0.326
N -0.162 -1.480 -5.130 -0.803
N 0.910 -3.365 4.947 0.528
N -0.110 0.407 -3.878 -0.478
N -0.595 1.885 -0.244 -0.505
C -0.089 2.731 -1.152 0.184
C -0.455 3.561 1.438 -0.273
C -1.730 -3.044 0.350 0.410
C 0.253 4.038 -0.797 -0.254
C -0.237 -2.159 3.153 -0.222
C 0.954 -2.573 3.763 -0.073
C -0.767 2.281 1.007 0.078
C 1.052 -1.032 1.403 0.357
C 0.477 3.118 -3.642 -0.680
C 2.233 -1.430 2.085 -0.305
C -2.167 -1.605 0.558 0.287
C 0.055 -0.911 -3.908 0.278
C 0.069 4.450 0.511 -0.159
C -0.194 -1.393 2.019 0.230
C 2.185 -2.187 3.226 -0.168
C 0.076 2.216 -2.513 0.169
H -0.653 -3.155 0.116 0.114
H 1.434 3.600 -3.429 0.215
H -0.222 -2.482 -5.133 0.396
H 3.088 -2.505 3.725 0.232
H -1.171 1.534 1.683 0.229
H -1.184 -2.439 3.592 0.244
H 0.669 4.713 -1.531 0.216
H -0.272 3.896 -3.807 0.215
H -0.615 3.850 2.467 0.218
H 0.335 5.457 0.807 0.210
H -3.190 -1.559 0.957 0.136
H -0.758 -0.977 -5.768 0.383
H 0.575 2.520 -4.543 0.259
H 3.178 -1.133 1.649 0.215
```

Entry 2:
Computed, not measured: a cluster of 2 separate species, C12H12Cl4O3 in total at a distorted geometry, with ωB97M-V/def2-TZVPD.

Its gap between HOMO and LUMO is 8.61 eV. As for the SMILES: C#CCC1=C([C@@H](Cl)[C@H](C)Cl)C(=O)OC1=O.ClCCCl. The relative energy (zero: lowest compared OMol25 entry of this formula, charge and spin) comes out at 0.0 kJ/mol. As for the energy: -68864.7415 eV. Its HOMO energy is -9.84 eV.

The geometry in XYZ format:
```
31
Properties=species:S:1:pos:R:3:nbo_charge:R:1
Cl -2.493 -0.904 3.565 -0.048
Cl 4.205 -0.072 -3.105 -0.052
Cl 0.878 -0.207 -2.350 -0.068
Cl -0.525 -2.456 1.298 -0.019
O -2.626 2.349 1.594 -0.527
O -0.441 2.816 1.946 -0.489
O 1.719 3.097 0.905 -0.512
C -1.592 -1.005 0.915 -0.228
C 1.617 0.474 -3.822 -0.383
C 0.736 2.342 1.217 0.749
C -1.457 1.858 1.561 0.757
C -2.954 -1.203 1.811 -0.193
C 1.738 -0.142 0.432 -0.501
C 0.515 0.780 0.922 0.004
C 3.083 -1.436 2.702 -0.261
C -4.208 -0.339 1.276 -0.663
C 2.855 -0.292 -4.247 -0.392
C -0.887 0.422 1.129 -0.101
C 2.464 -0.705 1.783 -0.041
H 3.718 -1.927 3.538 0.276
H -3.240 -2.324 1.653 0.241
H -4.056 0.146 0.244 0.234
H 3.200 0.069 -5.218 0.228
H 0.861 0.422 -4.608 0.226
H 2.656 -1.363 -4.333 0.226
H -5.196 -0.960 1.317 0.230
H 1.840 1.526 -3.633 0.231
H 2.512 0.549 -0.080 0.285
H -4.376 0.524 2.044 0.258
H 1.343 -0.983 -0.240 0.275
H -1.889 -1.056 -0.214 0.256
```

Entry 3:
Computed, not measured: a cluster of 2 separate species, CH6OP2S in total at a distorted geometry, with ωB97M-V/def2-TZVPD.

Its gap between HOMO and LUMO (spin up / spin down) is 6.86 / 7.26 eV. The relative energy (zero: lowest compared OMol25 entry of this formula, charge and spin) comes out at 292.9 kJ/mol. As for the energy: -32591.5706 eV. Its HOMO energy (spin up / spin down) is -8.14 / -8.00 eV.

The geometry in XYZ format:
```
11
Properties=species:S:1:pos:R:3:nbo_charge:R:1
S 2.457 -1.301 -0.173 -0.521
P 0.652 1.532 -0.365 0.670
P 0.876 -0.383 0.611 0.381
O -0.481 2.254 0.466 -0.983
C -1.063 -1.469 -0.824 -0.547
H 1.647 1.821 0.625 -0.057
H -1.113 -0.802 -1.591 0.181
H 0.927 0.083 1.984 0.006
H -0.835 -2.481 -0.905 0.198
H -1.748 -1.353 0.007 0.182
H -1.321 2.100 0.165 0.489
```

Entry 4:
Computed, not measured: the molecule C10H10O at a distorted geometry, with ωB97M-V/def2-TZVPD.

Its gap between HOMO and LUMO is 8.54 eV. As for the SMILES: Oc1ccccccccc1. The relative energy (zero: lowest compared OMol25 entry of this formula, charge and spin) comes out at 499.8 kJ/mol. As for the energy: -12574.8874 eV. Its HOMO energy is -7.80 eV.

The geometry in XYZ format:
```
21
Properties=species:S:1:pos:R:3:nbo_charge:R:1
O -2.880 -1.046 -0.129 -0.658
C -0.651 -0.819 0.793 -0.250
C 0.250 2.198 0.104 -0.255
C 0.044 -1.766 0.124 -0.170
C -1.878 -0.224 0.147 0.367
C 2.280 -0.962 -0.279 -0.174
C 1.542 -1.974 0.094 -0.240
C 1.067 1.026 0.254 -0.182
C -1.928 1.051 -0.271 -0.382
C 1.745 0.344 -0.623 -0.244
C -1.053 2.110 -0.092 -0.167
H -0.594 -2.312 -0.579 0.192
H 3.343 -1.161 -0.659 0.209
H -2.700 -1.952 0.160 0.489
H -1.405 3.158 -0.077 0.208
H 1.284 0.706 1.284 0.197
H 0.640 3.072 0.414 0.202
H 1.967 -2.954 0.228 0.218
H -0.211 -0.290 1.515 0.205
H 1.979 0.542 -1.707 0.216
H -2.840 1.254 -0.702 0.220
```

Entry 5:
Computed, not measured: a cluster of 2 separate species, C6H7N in total at a distorted geometry, with ωB97M-V/def2-TZVPD.

Its gap between HOMO and LUMO (spin up / spin down) is 7.51 / 8.31 eV. The relative energy (zero: lowest compared OMol25 entry of this formula, charge and spin) comes out at 799.2 kJ/mol. As for the energy: -7817.3638 eV. Its HOMO energy (spin up / spin down) is -9.01 / -8.37 eV.

The geometry in XYZ format:
```
14
Properties=species:S:1:pos:R:3:nbo_charge:R:1
N 1.137 2.113 -0.024 -0.570
C 0.149 -1.275 1.105 0.020
C 0.495 1.305 0.634 0.267
C 0.006 0.047 0.897 -0.095
C -0.181 -0.437 -2.380 -0.484
C 0.112 -2.468 1.336 -0.210
C -0.798 1.211 1.485 -0.466
H 1.556 1.681 -0.900 0.351
H -0.642 -1.298 -1.943 0.167
H -1.761 1.428 1.057 0.227
H 0.519 -3.516 1.452 0.254
H -0.729 1.459 2.584 0.218
H -0.674 0.345 -2.873 0.172
H 0.811 -0.595 -2.431 0.149
```

Entry 6:
Computed, not measured: the molecule C4H10OSi2 at a distorted geometry, with ωB97M-V/def2-TZVPD.

Its gap between HOMO and LUMO is 10.28 eV. As for the SMILES: C=C[SiH](C=C)O[SiH3]. The relative energy (zero: lowest compared OMol25 entry of this formula, charge and spin) comes out at 66.6 kJ/mol. As for the energy: -22111.6419 eV. Its HOMO energy is -9.47 eV.

The geometry in XYZ format:
```
17
Properties=species:S:1:pos:R:3:nbo_charge:R:1
Si -0.740 -0.126 0.016 1.612
Si 0.835 -2.803 -0.745 1.217
O 0.106 -1.370 -0.525 -1.295
C 0.419 1.004 1.465 -0.539
C -0.824 1.158 -1.410 -0.669
C -1.710 2.187 -1.500 -0.354
C 1.356 0.492 2.273 -0.410
H 1.446 -0.516 2.376 0.188
H -2.073 -0.581 0.465 -0.208
H -2.521 2.362 -0.747 0.192
H 0.048 2.105 1.649 0.207
H 1.246 -2.915 -2.215 -0.178
H 0.205 1.261 -1.828 0.225
H 1.821 1.165 2.988 0.193
H 2.215 -2.785 0.119 -0.194
H -0.184 -3.733 -0.131 -0.187
H -1.644 3.094 -2.252 0.199
```

Entry 7:
Computed, not measured: a structure of composition C23H27BN9O3S2Tl at a distorted geometry, with ωB97M-V/def2-TZVPD.

Its gap between HOMO and LUMO is 7.57 eV. The relative energy (zero: lowest compared OMol25 entry of this formula, charge and spin) comes out at 101.5 kJ/mol. As for the energy: -70884.3082 eV. Its HOMO energy is -7.71 eV.

The geometry in XYZ format:
```
66
Properties=species:S:1:pos:R:3:nbo_charge:R:1
Tl -0.097 0.370 -0.126 1.449
S -0.155 -0.972 -2.685 -0.189
S -0.849 2.548 -1.454 -0.254
O 1.042 2.017 0.844 -0.787
O 3.663 4.185 4.114 -0.487
O 2.229 -0.028 -0.540 -0.660
N -0.446 1.169 -4.314 -0.590
N -1.211 -0.980 2.677 -0.312
N 0.187 -0.686 -5.298 -0.401
N -1.074 -2.591 0.845 -0.304
N -2.939 -0.923 0.887 -0.306
N -0.266 -0.149 2.225 -0.328
N -2.463 0.052 0.114 -0.331
N -0.124 -1.970 0.150 -0.340
N -0.069 4.792 0.026 -0.378
C 0.421 0.278 3.274 -0.014
C -4.681 0.048 -0.053 -0.349
C 3.276 0.348 0.030 0.608
C 2.190 2.132 1.395 0.555
C 2.299 3.079 2.448 -0.434
C -0.339 3.813 -0.515 0.078
C 3.489 3.325 3.084 0.376
C -1.134 -1.071 4.009 -0.006
C -3.496 0.652 -0.464 -0.014
C 2.533 4.814 4.676 -0.255
C 0.466 -2.077 -5.492 -0.409
C 4.644 2.621 2.677 -0.327
C -0.097 -0.276 4.442 -0.343
C 0.632 -2.892 -0.425 -0.014
C -0.925 -3.914 0.723 -0.001
C 3.355 1.377 1.021 -0.365
C -0.124 -0.114 -4.122 0.334
C -0.055 0.219 -6.405 -0.213
C 4.562 1.688 1.689 -0.104
C -4.274 -0.949 0.810 0.000
C -0.273 1.567 -5.695 -0.223
C 0.161 -4.158 -0.092 -0.343
C 4.525 -0.392 -0.422 -0.693
B -2.063 -1.837 1.741 0.538
H -3.365 1.480 -1.130 0.233
H -1.813 -1.689 4.559 0.219
H 1.800 4.074 5.012 0.180
H 2.065 5.509 3.972 0.189
H 1.465 -2.610 -1.035 0.237
H 5.468 1.166 1.433 0.204
H 0.243 -0.122 5.446 0.228
H 4.541 -0.387 -1.510 0.236
H -1.586 -4.592 1.223 0.223
H -0.944 -0.097 -6.970 0.194
H 0.802 0.229 -7.087 0.208
H 0.591 2.233 -5.802 0.201
H -5.679 0.294 -0.344 0.231
H -4.840 -1.659 1.377 0.221
H -1.161 2.088 -6.056 0.211
H 1.251 0.944 3.167 0.229
H 5.452 0.028 -0.053 0.213
H 5.576 2.836 3.176 0.222
H -0.449 -2.650 -5.670 0.199
H 2.913 5.365 5.535 0.197
H 1.386 3.594 2.700 0.240
H -0.544 1.832 -3.556 0.443
H 0.548 -5.104 -0.406 0.229
H 4.447 -1.429 -0.099 0.234
H 1.128 -2.194 -6.349 0.205
H 0.951 -2.460 -4.595 0.242
H -2.739 -2.595 2.348 -0.031
```

Entry 8:
Computed, not measured: the molecule C4H5NO at a distorted geometry, with ωB97M-V/def2-TZVPD.

Its gap between HOMO and LUMO is 9.93 eV. As for the SMILES: [H]/N=C1\COC1=C. The relative energy (zero: lowest compared OMol25 entry of this formula, charge and spin) comes out at 315.3 kJ/mol. As for the energy: -7763.2585 eV. Its HOMO energy is -9.51 eV.

The geometry in XYZ format:
```
11
Properties=species:S:1:pos:R:3:nbo_charge:R:1
O -0.037 1.272 0.952 -0.524
N -0.257 -1.689 -0.595 -0.595
C -0.271 -0.598 0.011 0.234
C 0.483 0.617 -0.339 0.260
C 0.918 1.102 -1.461 -0.432
C -0.805 0.035 1.287 -0.147
H 1.481 2.003 -1.667 0.229
H 1.076 0.314 -2.066 0.223
H -1.850 0.232 1.459 0.205
H -0.635 -2.493 -0.210 0.354
H -0.528 -0.442 2.358 0.192
```